An isolated molecule of C4H4O2S. Source: the Open Molecules 2025 dataset; level of theory: ωB97M-V/def2-TZVPD.

```
11
Properties=species:S:1:pos:R:3:forces:R:3:mulliken_charge:R:1
C 1.338 0.616 -0.505 -1.910 -4.230 0.216 -0.35
C -0.455 -0.436 0.033 4.171 3.902 0.667 0.19
C 0.054 2.079 0.817 -1.189 -1.274 1.313 0.66
C -0.575 -1.816 -0.237 -0.909 -1.472 0.967 -0.89
O -0.205 3.100 1.355 0.154 0.588 0.078 -0.47
O 0.948 1.796 -0.059 0.378 2.289 -1.051 -0.17
S -0.846 0.473 1.349 -0.233 0.257 -0.939 -0.10
H 1.403 0.543 -1.616 -0.415 0.749 0.487 0.19
H -0.705 -1.814 -1.282 -0.962 -0.700 -1.535 0.33
H -1.408 -2.311 0.368 1.451 0.042 -0.977 0.30
H 0.451 -2.229 -0.220 -0.534 -0.152 0.773 0.31
```
Forces are in eV/Å.

For the relative energy (zero: lowest compared OMol25 entry of this formula, charge and spin), the calculation gives 131.3 kcal per mole. The HOMO-LUMO gap (spin up / spin down) comes out at 6.950 / 6.958 eV. As for the LUMO energy (spin up / spin down): -0.77 / -0.77 eV.

***

A cluster of 2 separate species, C4H4O2S in total. Source: the Open Molecules 2025 dataset; level of theory: ωB97M-V/def2-TZVPD.

```
11
Properties=species:S:1:pos:R:3:forces:R:3:mulliken_charge:R:1
C -0.810 -1.334 -0.553 0.424 0.744 -0.368 0.69
C -3.833 0.388 0.640 -0.451 -0.992 0.925 0.66
C -0.261 -0.922 0.534 0.277 -0.309 1.409 -0.58
C -0.792 -1.345 1.879 4.676 2.527 1.166 -0.97
O -1.360 -1.635 -1.518 -0.599 -0.678 -1.121 -0.37
O -4.020 -0.093 1.668 0.098 0.096 0.753 -0.33
S -3.659 0.878 -0.793 0.349 0.914 -1.677 -0.33
H 0.530 -0.186 0.698 -0.220 -0.385 -1.147 0.28
H -1.610 -1.885 2.095 -3.386 -1.527 -0.255 0.42
H -0.801 -0.319 2.302 -0.727 -0.931 0.856 0.25
H 0.010 -1.893 2.451 -0.441 0.541 -0.540 0.28
```
Forces are in eV/Å.

For the relative energy (zero: lowest compared OMol25 entry of this formula, charge and spin), the calculation gives 31.7 kcal per mole. The HOMO-LUMO gap comes out at 9.385 eV. As for the LUMO energy: 0.61 eV. The SMILES is CC=C=O.O=C=S.

***

An isolated molecule of C4H4O3. Source: the Open Molecules 2025 dataset; level of theory: ωB97M-V/def2-TZVPD.

```
11
Properties=species:S:1:pos:R:3:forces:R:3:mulliken_charge:R:1
C 0.114 1.690 0.703 0.518 -0.230 -0.379 -0.64
C -0.052 0.675 -0.294 -1.429 0.196 0.153 0.68
O -0.527 0.882 -1.420 0.046 -0.290 -0.522 -0.65
C -0.063 -0.755 0.312 -0.113 -0.267 0.427 0.46
O 0.037 -0.971 1.494 -0.044 0.043 -0.680 -0.50
C -0.243 -1.886 -0.686 0.171 -0.260 -0.453 -0.09
O 0.265 -1.851 -1.773 -0.094 -0.149 0.508 -0.38
H 0.009 1.492 1.772 0.796 -0.245 -0.365 0.27
H 0.012 2.725 0.370 0.365 -0.321 -0.075 0.32
H 1.239 0.759 -0.186 -0.187 1.529 1.448 0.18
H -0.793 -2.760 -0.292 -0.030 -0.007 -0.063 0.34
```
Forces are in eV/Å.

For the relative energy (zero: lowest compared OMol25 entry of this formula, charge and spin), the calculation gives 110.9 kcal per mole. The HOMO-LUMO gap comes out at 7.802 eV. As for the LUMO energy: -1.53 eV.

***

An isolated molecule of C4H4O3. Source: the Open Molecules 2025 dataset; level of theory: ωB97M-V/def2-TZVPD.

```
11
Properties=species:S:1:pos:R:3:forces:R:3:mulliken_charge:R:1
C -0.128 -1.782 0.859 -3.687 -5.419 2.078 -0.47
C 0.608 -0.761 0.944 1.912 4.441 0.623 -0.11
C -0.363 0.534 -0.764 0.624 2.695 -4.723 0.78
C 0.087 1.874 -1.362 -2.293 5.707 2.794 -0.01
H -1.193 -2.141 0.489 2.721 1.525 0.328 0.26
H 0.266 -2.416 1.713 -0.530 -0.307 -1.563 0.22
H 1.549 -0.756 1.643 -2.000 0.797 -1.841 0.27
H 0.469 2.543 -0.302 0.297 -1.491 -3.003 0.14
O 0.254 0.521 0.309 3.762 -2.917 5.860 -0.23
O -1.093 -0.177 -1.324 -2.234 -2.815 -0.873 -0.47
O -0.455 2.562 -2.206 1.428 -2.216 0.322 -0.38
```
Forces are in eV/Å.

For the relative energy (zero: lowest compared OMol25 entry of this formula, charge and spin), the calculation gives 98.5 kcal per mole. The HOMO-LUMO gap comes out at 9.156 eV. As for the LUMO energy: -0.39 eV. The SMILES is C=COC(=O)C=O.

***

An isolated molecule of C4H4O3. Source: the Open Molecules 2025 dataset; level of theory: ωB97M-V/def2-TZVPD.

```
11
Properties=species:S:1:pos:R:3:forces:R:3:mulliken_charge:R:1
O -0.549 -2.127 0.811 0.383 0.306 -0.250 -0.45
C 0.232 -1.480 0.162 -0.258 -0.275 0.273 -0.15
C 0.146 0.028 0.029 -0.105 -0.111 -0.165 1.04
C -0.692 0.787 0.964 -0.272 0.090 0.037 -0.53
O 0.717 0.763 1.105 0.191 0.027 0.090 -0.43
C 0.411 0.554 -1.346 -0.088 -0.224 -0.301 -0.20
O 0.186 -0.118 -2.324 0.174 0.330 0.414 -0.46
H 1.088 -1.946 -0.360 -0.118 -0.010 0.021 0.33
H -1.117 1.742 0.657 0.105 -0.144 0.010 0.26
H -1.250 0.218 1.706 0.094 0.069 -0.132 0.25
H 0.830 1.579 -1.402 -0.106 -0.059 0.004 0.35
```
Forces are in eV/Å.

For the relative energy (zero: lowest compared OMol25 entry of this formula, charge and spin), the calculation gives 52.3 kcal per mole. The HOMO-LUMO gap comes out at 10.415 eV. As for the LUMO energy: 0.25 eV. The SMILES is O=CC1(C=O)CO1.

***

An isolated molecule of C4H4O3S. Source: the Open Molecules 2025 dataset; level of theory: ωB97M-V/def2-TZVPD.

```
12
Properties=species:S:1:pos:R:3:forces:R:3:mulliken_charge:R:1
C -0.757 -0.567 1.565 -0.038 -0.671 -0.081 0.36
C -0.419 0.258 0.410 0.710 -1.246 -2.078 -0.35
C 0.462 -0.357 -0.449 -0.300 0.512 1.885 -0.13
C 0.734 1.334 -2.097 -0.639 2.245 1.599 0.29
H -0.584 -2.381 2.325 0.536 1.795 -1.959 0.34
H -1.003 1.153 0.144 0.599 -0.675 0.614 0.43
H 1.003 -1.255 -0.124 -0.605 0.306 -0.293 0.36
H 1.701 1.619 -2.800 -2.904 -0.491 1.366 0.28
O -0.304 -1.843 1.489 -0.420 -1.153 1.763 -0.47
O 1.021 0.059 -1.607 -0.418 1.787 -1.062 -0.28
O -0.195 2.055 -1.652 4.037 -2.847 -2.577 -0.49
S -1.659 -0.077 2.798 -0.559 0.439 0.822 -0.34
```
Forces are in eV/Å.

For the relative energy (zero: lowest compared OMol25 entry of this formula, charge and spin), the calculation gives 46.8 kcal per mole. The HOMO-LUMO gap comes out at 8.511 eV. As for the LUMO energy: -0.41 eV. The SMILES is O=CO/C=C/C(O)=S.

***

An isolated molecule of C4H4O4. Source: the Open Molecules 2025 dataset; level of theory: ωB97M-V/def2-TZVPD.

```
12
Properties=species:S:1:pos:R:3:forces:R:3:mulliken_charge:R:1
C -0.727 0.302 -0.269 -5.877 12.545 1.998 0.48
C -0.040 1.537 0.110 -2.447 0.341 -1.410 -0.57
C 1.431 -0.089 -0.181 -4.165 -0.088 0.732 0.25
C 0.031 -0.655 -0.212 10.508 -5.920 0.383 0.48
H -2.631 0.888 0.334 2.862 -4.183 -2.854 0.39
H -0.392 2.616 0.475 1.142 -2.713 -1.454 0.24
H 2.309 -1.526 -0.587 2.672 3.039 2.631 0.44
H -1.409 -1.858 0.534 2.690 1.031 -1.426 0.38
O -2.045 0.000 -0.238 -4.294 4.748 2.811 -0.64
O 1.277 1.233 -0.093 0.594 -0.362 1.161 -0.30
O 2.656 -0.620 0.008 -2.442 -4.161 -3.447 -0.52
O -0.461 -1.827 0.118 -1.244 -4.278 0.876 -0.64
```
Forces are in eV/Å.

For the relative energy (zero: lowest compared OMol25 entry of this formula, charge and spin), the calculation gives 157.7 kcal per mole. The HOMO-LUMO gap comes out at 7.209 eV. As for the LUMO energy: 0.10 eV. The SMILES is Oc1coc(O)c1O.

***

An isolated molecule of C4H4O4. Source: the Open Molecules 2025 dataset; level of theory: ωB97M-V/def2-TZVPD.

```
12
Properties=species:S:1:pos:R:3:forces:R:3:mulliken_charge:R:1
C -0.512 -1.153 -0.048 -1.130 0.956 -0.100 0.48
C 1.194 0.283 -0.452 2.233 5.522 0.512 0.50
C 0.113 1.080 0.361 0.155 -1.296 3.097 0.34
C -0.870 0.167 0.592 1.595 1.779 0.389 -0.81
H -0.881 -2.234 -1.571 -1.958 3.447 0.907 0.35
H -0.544 -2.090 0.639 0.622 1.708 -1.060 0.31
H 1.071 2.799 0.619 -2.973 -2.173 3.251 0.39
H -1.653 0.439 1.279 -0.423 -0.619 -0.027 0.38
O -1.293 -1.308 -1.178 0.623 -4.775 -1.371 -0.53
O 0.764 -0.875 -0.646 -0.339 -4.594 0.322 -0.28
O 2.263 0.678 -0.885 -1.215 0.000 0.721 -0.60
O 0.347 2.216 1.291 2.811 0.044 -6.641 -0.52
```
Forces are in eV/Å.

For the relative energy (zero: lowest compared OMol25 entry of this formula, charge and spin), the calculation gives 74.6 kcal per mole. The HOMO-LUMO gap comes out at 10.129 eV. As for the LUMO energy: 0.02 eV. The SMILES is O=C1O[C@H](O)C=C1O.

***

The ion C4H4O4P with charge -1. Source: the Open Molecules 2025 dataset; level of theory: ωB97M-V/def2-TZVPD.

```
13
Properties=species:S:1:pos:R:3:forces:R:3:mulliken_charge:R:1
C -1.873 -1.472 0.028 -0.016 -4.627 0.082 0.00
C -1.237 -0.351 0.129 0.334 4.514 0.211 0.62
C 0.604 1.227 -0.020 -1.353 1.460 -1.490 -0.63
C 0.190 -0.070 -0.045 -1.611 1.455 1.586 -0.49
O -4.647 0.692 1.009 -0.419 -0.338 0.508 -0.70
O -3.924 0.413 -1.446 -0.613 0.109 -2.545 -0.66
O -3.191 -1.459 0.194 -1.589 1.075 -0.106 -0.45
O -2.129 0.765 0.360 0.075 -2.086 -0.598 -0.45
P -3.737 0.221 -0.035 3.016 -0.490 2.239 0.83
H -1.418 -2.533 -0.094 -0.620 2.075 0.085 0.19
H 1.584 1.591 -0.386 -0.300 -0.623 0.907 0.29
H -0.219 2.128 -0.013 1.970 -2.712 -0.004 0.18
H 0.692 -1.001 0.184 1.127 0.187 -0.875 0.26
```
Forces are in eV/Å.

Its net charge is -1. For the relative energy (zero: lowest compared OMol25 entry of this formula, charge and spin), the calculation gives 0.0 kcal per mole. The HOMO-LUMO gap comes out at 8.024 eV. As for the LUMO energy: 3.76 eV. The SMILES is C=CC1=CO[P@](=O)([O-])O1.

***

A structure of composition C4H4O5Pr. Source: the Open Molecules 2025 dataset; level of theory: ωB97M-V/def2-TZVPD.

```
14
Properties=species:S:1:pos:R:3:forces:R:3:mulliken_charge:R:1
O -0.051 1.805 2.506 -1.002 -0.615 -0.269 -0.30
C 1.154 2.090 2.010 1.666 1.637 2.242 0.63
C -0.669 0.803 1.660 -0.127 0.103 0.413 -0.30
O 1.976 2.759 2.587 -1.131 -0.959 -1.043 -0.51
O 1.337 1.518 0.827 -0.295 -1.259 -2.112 -0.33
C 0.052 0.985 0.338 0.533 0.269 0.119 -0.46
H -1.745 1.001 1.602 0.242 -0.037 0.069 0.31
H -0.497 -0.170 2.142 -0.052 0.102 -0.090 0.29
H -0.418 1.838 -0.184 0.004 -0.235 -0.272 0.44
O -0.638 -3.084 -2.277 -3.749 -1.756 -0.018 -0.39
C 0.090 -3.031 -3.475 1.234 0.130 -2.143 -0.21
O 0.595 -1.889 -3.543 0.791 1.099 0.515 -0.36
H -1.394 -3.624 -2.760 1.493 0.873 2.318 0.45
Pr 0.210 -1.000 -1.433 0.392 0.646 0.273 1.76
```
Forces are in eV/Å.

Its net charge is +1. For the relative energy (zero: lowest compared OMol25 entry of this formula, charge and spin), the calculation gives 77.0 kcal per mole. The HOMO-LUMO gap (spin up / spin down) comes out at 6.464 / 7.047 eV. As for the spin multiplicity: 3. As for the LUMO energy (spin up / spin down): -6.73 / -6.12 eV.

***

E
In order: -19137.2962, -19141.6166, -10350.4016, -10350.9420, -10352.9426, -21188.6810, -12396.4666, -12400.0687, -21694.3395, -28507.7530
Unit: eV